1.
Entry from the OMol25 dataset: a single C4H12N2O molecule at a distorted geometry (ωB97M-V/def2-TZVPD).

Calculated values
Net charge   0
Orbital gap   10.523 eV
Energy above the lowest of the compared OMol25 structures with the same formula, charge and spin   118.4 kJ/mol
E_tot   -9369.96649 eV
F_max   0.021 hartree/bohr
SMILES   NC[C@H](N)CCO

Last column: Mulliken charge in e.
Geometry (Å):
O  1.9601  -1.6788  -0.8565  -0.55
N  -1.8520  2.2495  0.2220  -0.66
N  -0.1421  0.2057  -1.3100  -0.72
C  -1.5233  0.8720  0.6534  -0.72
C  0.2763  -0.8697  0.8301  -0.83
C  -0.1687  0.4320  0.1639  0.36
C  1.7118  -1.3346  0.4889  -0.61
H  -2.6196  2.6458  0.7579  0.25
H  -0.5902  0.9777  -1.7864  0.23
H  -0.7240  -0.6065  -1.4370  0.28
H  1.7707  -2.2570  1.0395  0.34
H  0.6070  1.1551  0.4012  0.24
H  -2.2960  2.1638  -0.6869  0.24
H  -1.5766  0.8018  1.7347  0.43
H  1.4276  -1.0601  -1.3857  0.42
H  -0.3759  -1.6915  0.5197  0.37
H  2.4771  -0.6916  0.9309  0.29
H  0.2685  -0.7917  1.9148  0.35
H  -2.3150  0.1946  0.3218  0.28

Cartesian forces (eV/Å) of the 3 atoms listed first:
O -0.3 0.5 -0.1
N -0.3 -0.2 -0.3
N 0.1 0.1 0.8

=====

2.
Entry from the OMol25 dataset: 3 unconnected molecules or ions with the total composition C4H12N2O at a distorted geometry (ωB97M-V/def2-TZVPD).

Calculated values
Net charge   0
Orbital gap (alpha / beta)   7.874 / 7.870 eV
Energy above the lowest of the compared OMol25 structures with the same formula, charge and spin   588.8 kJ/mol
E_tot   -9365.09154 eV
F_max   0.039 hartree/bohr

Last column: Mulliken charge in e.
Geometry (Å):
O  -0.3869  -0.6318  3.7714  -0.57
N  0.5479  0.4116  -1.3367  -0.30
N  -0.1580  -0.5843  1.4956  -0.42
C  -0.2448  -0.0207  2.7301  0.07
C  -1.2659  1.0428  -0.3567  -1.13
C  1.5776  0.1557  -0.4671  -0.69
C  0.1358  -0.7519  -2.0999  -0.78
H  -0.1852  1.0824  2.6981  0.30
H  -2.1452  0.7337  0.2285  0.40
H  2.2122  -0.7083  -0.6971  0.41
H  -0.8792  1.9983  -0.0129  0.29
H  -0.6625  0.0611  0.5223  0.16
H  0.8949  -0.9158  -2.8733  0.36
H  2.1283  1.0492  -0.1724  0.29
H  -0.2332  -1.5966  1.4972  0.15
H  -1.6202  1.1375  -1.3758  0.38
H  1.0345  -0.2255  0.5528  0.47
H  -0.8124  -0.5644  -2.5999  0.30
H  0.0623  -1.6730  -1.5044  0.30

Cartesian forces (eV/Å) of the 3 atoms listed first:
O 0.2 0.2 -0.2
N -1.3 0.4 -0.1
N -1.0 0.6 -0.7

=====

3.
Entry from the OMol25 dataset: a single C4H12N2O molecule at a distorted geometry (ωB97M-V/def2-TZVPD).

Calculated values
Net charge   0
Orbital gap   9.529 eV
Energy above the lowest of the compared OMol25 structures with the same formula, charge and spin   181.4 kJ/mol
E_tot   -9369.31421 eV
F_max   0.031 hartree/bohr
SMILES   CN[C@H](CN)CO

Last column: Mulliken charge in e.
Geometry (Å):
O  -1.7894  0.7792  1.9984  -0.54
N  0.2429  -2.0870  0.0605  -0.61
N  -0.1044  0.7777  -1.2008  -0.38
C  -1.6730  0.2109  0.6953  -0.90
C  0.5790  -0.8165  0.7224  -0.84
C  -0.2439  0.3889  0.1746  0.48
C  1.2062  1.3071  -1.5929  -0.95
H  -1.7977  0.0436  2.6263  0.35
H  0.2150  1.2428  0.6895  0.24
H  1.5262  2.0679  -0.8626  0.32
H  -1.9432  -0.8505  0.6409  0.32
H  1.6596  -0.6284  0.7192  0.39
H  0.8134  -2.7757  0.5401  0.24
H  -0.3255  0.1745  -1.9838  0.26
H  2.0190  0.5836  -1.6772  0.28
H  0.6194  -2.1193  -0.8809  0.22
H  -2.3966  0.7170  0.0574  0.36
H  1.0756  1.8807  -2.5066  0.36
H  0.3174  -0.8964  1.7803  0.41

Cartesian forces (eV/Å) of the 3 atoms listed first:
O 0.0 -0.8 0.3
N 0.4 -0.1 0.4
N 0.7 0.3 -1.4

=====

4.
Entry from the OMol25 dataset: a single C4H12N2O molecule at a distorted geometry (ωB97M-V/def2-TZVPD).

Calculated values
Net charge   0
Orbital gap   9.558 eV
Energy above the lowest of the compared OMol25 structures with the same formula, charge and spin   125.7 kJ/mol
E_tot   -9369.89091 eV
F_max   0.020 hartree/bohr
SMILES   NCC[C@H](N)CO

Last column: Mulliken charge in e.
Geometry (Å):
O  2.8759  -0.1290  -0.5375  -0.53
N  0.4670  -1.3285  -0.9837  -0.71
N  -2.3032  1.1646  -0.3485  -0.48
C  1.8685  0.0404  0.4741  -0.75
C  -2.0027  -0.0797  0.3024  -0.70
C  -0.5902  -0.1498  0.8734  -0.74
C  0.5033  -0.1181  -0.1612  0.56
H  -0.1662  -1.1996  -1.7606  0.22
H  1.9806  1.0287  0.8957  0.43
H  -0.3989  0.6962  1.5427  0.26
H  -0.4206  -1.0789  1.4257  0.38
H  0.3532  0.7592  -0.8028  0.14
H  1.3686  -1.5648  -1.3736  0.27
H  2.0008  -0.7278  1.2513  0.29
H  -2.6506  -0.1438  1.1820  0.27
H  -1.9901  2.0042  0.1053  0.19
H  3.5798  0.5001  -0.3678  0.31
H  -2.2180  -0.9087  -0.3684  0.38
H  -2.2572  1.2353  -1.3483  0.21

Cartesian forces (eV/Å) of the 3 atoms listed first:
O -0.1 0.0 0.1
N -0.2 -0.3 0.2
N -0.7 0.5 -0.4

=====

5.
Entry from the OMol25 dataset: a molecular structure, C4H12N2O at a distorted geometry (ωB97M-V/def2-TZVPD).

Calculated values
Net charge   0
Orbital gap (alpha / beta)   7.561 / 7.560 eV
Energy above the lowest of the compared OMol25 structures with the same formula, charge and spin   646.6 kJ/mol
E_tot   -9364.49260 eV
F_max   0.058 hartree/bohr

Last column: Mulliken charge in e.
Geometry (Å):
O  -1.9347  0.5568  -0.2687  -0.29
N  -1.6693  0.7244  1.0984  -0.45
N  1.8374  -0.7163  1.3845  -0.53
C  1.3418  1.3419  0.1450  -1.21
C  -1.0827  -1.0890  -2.1350  -0.82
C  1.3521  -0.1559  0.2140  0.11
C  -1.2011  -0.8946  -0.8090  -0.04
H  -1.7049  -1.6412  -0.2051  0.33
H  -2.5591  0.6045  1.5839  0.24
H  1.4167  -0.3471  2.2285  0.24
H  -1.3978  1.6999  1.2197  0.20
H  1.7556  -0.6371  -0.6758  0.35
H  0.0106  -0.5558  -0.1890  0.13
H  0.6090  1.6735  -0.5946  0.33
H  1.0460  1.7815  1.0997  0.30
H  -1.4502  -1.9895  -2.6119  0.26
H  1.8894  -1.7267  1.3887  0.25
H  -0.5969  -0.3496  -2.7628  0.26
H  2.3383  1.7202  -0.1105  0.33

Cartesian forces (eV/Å) of the 3 atoms listed first:
O 1.8 -2.2 -0.9
N 0.0 0.1 0.2
N 0.1 -0.1 0.3

=====

6.
Entry from the OMol25 dataset: a molecular structure, C4H12N2O at a distorted geometry (ωB97M-V/def2-TZVPD).

Calculated values
Net charge   0
Orbital gap   9.040 eV
Energy above the lowest of the compared OMol25 structures with the same formula, charge and spin   444.1 kJ/mol
E_tot   -9366.59112 eV
F_max   0.072 hartree/bohr

Last column: Mulliken charge in e.
Geometry (Å):
O  1.3789  0.6074  2.1289  -0.59
N  0.0813  -0.0770  -2.0894  -0.55
N  1.8682  -0.6599  0.2410  -0.40
C  -0.7263  0.4453  0.1802  0.14
C  -1.3682  -0.0794  1.4443  -1.49
C  -0.8177  -0.5010  -1.0033  -0.82
C  1.3563  0.4293  0.9312  0.68
H  2.6308  -1.1065  0.7307  0.22
H  0.0286  -0.7232  -2.8693  0.22
H  -0.9495  -1.0500  1.7151  0.35
H  1.5564  1.5535  0.1701  0.09
H  -1.1561  1.4248  -0.0763  0.37
H  -2.4480  -0.1981  1.3167  0.42
H  -0.4982  -1.4953  -0.6826  0.36
H  -1.8683  -0.5867  -1.3219  0.43
H  1.8210  -0.5836  -0.7696  0.26
H  -0.1929  0.8346  -2.4419  0.19
H  -1.1790  0.5944  2.2787  0.34
H  0.4827  1.1714  0.1175  -0.22

Cartesian forces (eV/Å) of the 3 atoms listed first:
O -0.5 -0.4 -0.5
N 0.0 0.0 0.0
N -0.8 0.1 0.2

=====

7.
Entry from the OMol25 dataset: a single C4H12N2O molecule at a distorted geometry (ωB97M-V/def2-TZVPD).

Calculated values
Net charge   0
Orbital gap   9.633 eV
Energy above the lowest of the compared OMol25 structures with the same formula, charge and spin   148.3 kJ/mol
E_tot   -9369.65671 eV
F_max   0.021 hartree/bohr
SMILES   NCNCCCO

Last column: Mulliken charge in e.
Geometry (Å):
O  2.2747  -0.1698  1.3402  -0.52
N  -2.7268  -1.5332  -0.1485  -0.66
N  -0.5877  -0.4529  -0.1140  -0.28
C  0.4173  0.3558  -0.8215  -0.59
C  1.4766  1.0150  1.4248  -0.56
C  -1.6633  -0.9382  -0.9471  -0.37
C  0.9434  1.4730  0.0769  -0.65
H  -1.3174  -1.6335  -1.7331  0.30
H  -2.4648  -1.4484  0.8298  0.26
H  1.7674  1.9347  -0.4673  0.33
H  1.2450  -0.2457  -1.2086  0.27
H  0.1096  2.1476  0.2784  0.30
H  2.0808  1.8303  1.8372  0.32
H  2.9381  -0.0228  0.6564  0.30
H  -0.1592  -1.2310  0.3690  0.24
H  -2.8330  -2.5212  -0.3272  0.24
H  -2.0746  -0.1127  -1.5350  0.27
H  0.7019  0.7557  2.1400  0.34
H  -0.1280  0.7973  -1.6507  0.46

Cartesian forces (eV/Å) of the 3 atoms listed first:
O 0.1 0.1 -0.2
N 0.3 -0.2 0.3
N 0.1 0.2 0.0

=====

8.
Entry from the OMol25 dataset: a single C4H12N2O molecule at a distorted geometry (ωB97M-V/def2-TZVPD).

Calculated values
Net charge   0
Orbital gap   9.910 eV
Energy above the lowest of the compared OMol25 structures with the same formula, charge and spin   357.9 kJ/mol
E_tot   -9367.48486 eV
F_max   0.095 hartree/bohr
SMILES   CNC(C)(C)NO

Last column: Mulliken charge in e.
Geometry (Å):
O  -2.3542  0.2552  -1.5197  -0.42
N  -1.2036  -0.5703  -1.3849  -0.46
N  0.9601  -0.6230  -0.6056  -0.49
C  -0.1983  -0.0181  -0.1034  1.40
C  -0.7552  -0.5298  1.2263  -1.62
C  -0.1303  1.4986  -0.1444  -1.88
C  2.2236  -0.3711  0.4480  -0.81
H  0.4155  1.8311  -1.0230  0.43
H  -1.7983  -0.2266  1.3069  0.43
H  0.8423  -1.6316  -0.6463  0.29
H  -0.1933  -0.1287  2.0680  0.36
H  2.2947  0.6703  0.7468  0.31
H  -2.1973  0.7440  -2.3382  0.33
H  3.0906  -0.6185  -0.1569  0.33
H  2.1256  -1.0194  1.3228  0.28
H  -0.6997  -1.6176  1.2714  0.38
H  -1.1442  1.8941  -0.1963  0.46
H  -1.6013  -1.4413  -1.0282  0.27
H  0.3233  1.9028  0.7568  0.41

Cartesian forces (eV/Å) of the 3 atoms listed first:
O -0.2 0.1 0.1
N 1.1 1.2 1.9
N 4.2 0.5 2.4

=====

9.
Entry from the OMol25 dataset: 2 unconnected molecules or ions with the total composition C4H12N2O (ωB97M-V/def2-TZVPD).

Calculated values
Net charge   0
Orbital gap   10.438 eV
Energy above the lowest of the compared OMol25 structures with the same formula, charge and spin   216.0 kJ/mol
E_tot   -9368.95472 eV
F_max   0.007 hartree/bohr
SMILES   C=NC.NCCO

Last column: Mulliken charge in e.
Geometry (Å):
O  0.5304  0.9103  -1.7851  -0.52
N  0.0028  1.2083  2.6532  -0.39
N  0.5421  -2.7481  -2.1513  -0.61
C  -0.0171  -0.4067  -1.8778  -0.36
C  -0.9683  1.5675  3.6659  -0.63
C  1.1106  -1.4113  -1.9786  -0.45
C  -0.3056  1.4314  1.4519  -0.23
H  -1.8925  1.9836  3.2474  0.30
H  0.0371  1.4855  -2.3766  0.30
H  0.1041  -3.0519  -1.2844  0.22
H  -0.5359  2.3106  4.3387  0.23
H  1.7580  -1.3292  -1.0964  0.26
H  -0.6227  -0.6018  -0.9861  0.21
H  1.7223  -1.1617  -2.8461  0.33
H  1.2669  -3.4284  -2.3432  0.23
H  -0.6521  -0.5103  -2.7605  0.41
H  -1.2033  0.6918  4.2690  0.23
H  -1.2761  1.8744  1.1932  0.18
H  0.3994  1.1862  0.6666  0.29

Cartesian forces (eV/Å) of the 3 atoms listed first:
O -0.1 0.0 -0.1
N 0.0 0.0 0.0
N -0.1 -0.1 0.2

=====

10.
Entry from the OMol25 dataset: a single C4H12N2O molecule at a distorted geometry (ωB97M-V/def2-TZVPD).

Calculated values
Net charge   0
Orbital gap   9.569 eV
Energy above the lowest of the compared OMol25 structures with the same formula, charge and spin   214.5 kJ/mol
E_tot   -9368.97015 eV
F_max   0.066 hartree/bohr
SMILES   NCCNCCO

Last column: Mulliken charge in e.
Geometry (Å):
O  -0.0627  -3.2218  1.2937  -0.49
N  -1.0092  1.5788  -1.7529  -0.55
N  0.1802  0.5001  0.7608  -0.27
C  0.4356  1.3880  -1.5488  -0.44
C  0.7642  1.5789  -0.0096  -0.86
C  0.3167  -0.8870  0.4609  -0.36
C  -0.2499  -1.7842  1.5443  -0.62
H  1.8437  1.5297  0.1203  0.35
H  -0.7983  0.6948  0.9347  0.29
H  -1.4477  0.8319  -2.2682  0.24
H  -0.9821  -3.4640  1.3247  0.31
H  -1.3047  -1.4855  1.6503  0.40
H  0.4053  2.5817  0.1805  0.40
H  0.8005  0.4442  -1.9586  0.26
H  1.3622  -1.1887  0.3159  0.28
H  -1.4113  1.6491  -0.8287  0.24
H  -0.1886  -1.1463  -0.4921  0.21
H  1.0262  2.0848  -2.1883  0.34
H  0.3198  -1.6846  2.4610  0.26

Cartesian forces (eV/Å) of the 3 atoms listed first:
O -0.8 1.8 -0.5
N 0.7 0.3 0.2
N -1.1 1.3 1.9

=====

11.
Entry from the OMol25 dataset: a single C4H12N2O molecule at a distorted geometry (ωB97M-V/def2-TZVPD).

Calculated values
Net charge   0
Orbital gap   10.035 eV
Energy above the lowest of the compared OMol25 structures with the same formula, charge and spin   221.1 kJ/mol
E_tot   -9368.90194 eV
F_max   0.042 hartree/bohr
SMILES   NCCNCCO

Last column: Mulliken charge in e.
Geometry (Å):
O  0.6455  -0.6241  -2.7067  -0.54
N  0.1641  -0.1245  0.0401  -0.35
N  0.1093  2.2029  1.6850  -0.64
C  0.2957  -0.3608  1.4613  -0.48
C  -0.1317  0.8404  2.3707  -0.54
C  -0.6396  -0.9437  -2.1731  -0.55
C  -0.6494  -1.1143  -0.6657  -0.50
H  0.5624  0.7677  3.2163  0.31
H  1.3547  -0.5052  1.6667  0.34
H  1.0736  -0.1599  -0.4065  0.21
H  -0.9746  -1.8300  -2.7318  0.34
H  -0.1995  -2.0930  -0.4246  0.37
H  -0.2998  -1.1987  1.8319  0.32
H  -1.3625  -0.2350  -2.5925  0.28
H  0.9708  0.1953  -2.3125  0.32
H  0.5693  1.8972  0.8302  0.25
H  -1.6795  -1.0096  -0.3189  0.31
H  0.8667  2.6121  2.2245  0.25
H  -1.1387  0.9839  2.7543  0.31

Cartesian forces (eV/Å) of the 3 atoms listed first:
O 0.3 -0.3 0.2
N -0.2 0.2 -1.0
N 0.8 -1.8 0.5

=====

12.
Entry from the OMol25 dataset: 2 unconnected molecules or ions with the total composition C4H12N2O at a distorted geometry (ωB97M-V/def2-TZVPD).

Calculated values
Net charge   0
Orbital gap   10.375 eV
Energy above the lowest of the compared OMol25 structures with the same formula, charge and spin   188.1 kJ/mol
E_tot   -9369.24423 eV
F_max   0.029 hartree/bohr
SMILES   C=NCCCN.O

Last column: Mulliken charge in e.
Geometry (Å):
O  2.0775  -0.1622  3.1735  -0.68
N  1.8942  -1.1451  0.0725  -0.50
N  -2.1074  1.1500  -1.2313  -0.43
C  -1.2242  2.0265  -1.2452  -0.17
C  0.7424  -0.7195  -0.7647  -0.43
C  -0.5554  -0.5622  0.0318  -0.61
C  -1.7897  -0.1987  -0.8284  -0.49
H  0.6091  -1.4056  -1.6009  0.28
H  2.1018  -2.1238  -0.0601  0.20
H  -1.3284  3.0299  -1.6422  0.30
H  -0.3864  0.1731  0.8222  0.29
H  1.1761  -0.1885  3.5123  0.31
H  -2.6229  -0.6438  -0.2883  0.31
H  -1.6938  -0.7727  -1.7486  0.30
H  -0.7457  -1.5200  0.5177  0.34
H  -0.2386  1.8022  -0.8377  0.13
H  2.7356  -0.6222  -0.1141  0.24
H  1.0939  0.2597  -1.0905  0.25
H  2.0024  -0.5851  2.3059  0.36

Cartesian forces (eV/Å) of the 3 atoms listed first:
O -0.2 -0.1 0.0
N -0.6 -0.5 0.4
N -1.0 -0.2 -0.5